[1]
C39H54FGe2N5O3STc | wB97M-V/def2-TZVPD

Geometry as XYZ:
```
106
C39H54FGe2N5O3STc, DFT wB97M-V/def2-TZVPD
Tc 0.71287 -0.23049 0.61746
Ge -1.36066 -3.42518 0.47755
Ge 2.21482 -2.08189 1.47381
S -1.29440 1.38811 1.13749
F 2.12704 4.41567 -3.63697
O -0.89088 -1.64594 -0.19875
O -2.91531 -1.78801 -1.14569
O 0.75206 0.12512 -1.58592
N -0.17812 5.60066 -4.75388
N -0.64835 -0.05304 3.27396
N -2.60523 1.63682 -3.29222
N 0.13115 7.98925 -6.24435
N -1.94818 1.83007 3.68404
C 1.37269 -3.84043 1.82882
C -2.83499 2.52282 5.84749
C 1.62686 -6.03401 3.10067
C 3.55210 -4.65859 2.80426
C 5.02549 -2.46834 0.28796
C 0.15535 -4.17077 1.38087
C -1.73148 -4.50742 -1.07443
C -0.27062 1.86448 -2.78215
C 0.95684 3.76666 -3.52163
C -0.71326 -0.34837 4.56382
C -2.76176 -3.05828 1.74577
C -1.37413 3.62548 -4.01256
C -4.63764 3.04343 -2.95010
C -1.38511 -5.98796 -0.84240
C -0.29710 5.57349 -6.21203
C -3.87033 2.12033 -3.88636
C -0.00118 -1.58478 5.00497
C -1.28688 1.02390 2.80292
C -2.04415 1.56876 5.01370
C 3.75802 -6.75103 3.96450
C 2.91704 -1.49005 3.22839
C 2.18723 -4.85896 2.58521
C 4.33199 -5.58770 3.48030
C -1.56784 -0.01729 -1.89869
C -0.19049 4.33310 -4.09662
C 2.39849 -6.96784 3.77114
C -2.97015 -4.23999 2.71218
C 3.52014 -2.36960 0.00280
C -0.29426 0.59783 -2.05030
C -0.81596 6.90712 -6.71001
C 4.36352 -0.97867 3.26409
C 0.26330 7.98465 -4.73712
C 0.92334 2.57523 -2.86550
C -2.64351 0.52868 -2.54219
C -1.42633 2.37668 -3.37677
C -1.85118 -1.22183 -1.04751
C -1.42190 0.45237 5.47761
C 0.76610 6.62084 -4.30647
C 2.16391 0.91460 1.06937
H -4.07522 3.95473 -2.73219
H -1.14217 -4.10019 -1.90037
H 1.77818 6.46739 -4.70182
H 0.56499 -6.23140 2.99493
H -2.39934 2.64644 3.29791
H -2.77446 2.25674 6.89839
H -2.05281 -4.48694 3.25415
H 0.67056 5.35627 -6.69181
H 2.53729 1.21276 2.04976
H -5.59162 3.32169 -3.40047
H -2.46341 3.54169 5.72119
H -3.88311 2.50702 5.54414
H 0.83312 6.61168 -3.22254
H 1.82293 2.16276 -2.41991
H 4.35891 -7.48101 4.49254
H 5.41069 -1.56627 0.76206
H -1.98043 -6.42520 -0.03654
H 1.07189 -1.47882 4.81403
H 4.60992 -0.57457 4.24992
H 2.74738 1.38155 0.26872
H 4.02314 -3.75978 2.43461
H 4.52936 -0.18022 2.53252
H -3.64108 2.60629 -4.82925
H -0.99199 4.79598 -6.51601
H -4.46196 1.24134 -4.12439
H 5.27544 -3.31821 0.92153
H -0.16686 -5.20552 1.57309
H 3.34257 -1.53819 -0.68081
H -2.47369 -2.15413 2.28787
H -3.29636 -5.14036 2.18485
H 5.08239 -1.77312 3.05148
H 5.57638 -2.60359 -0.64612
H 0.94976 8.77784 -4.45267
H -0.15849 -1.78993 6.06177
H -0.72207 8.18620 -4.32634
H -1.79018 7.12869 -6.28139
H -0.33192 -6.12396 -0.59075
H 2.24001 -0.67853 3.51614
H 3.17372 -3.27512 -0.50312
H -3.66687 -2.83685 1.18295
H 5.38842 -5.39750 3.62975
H -3.73849 -4.00501 3.45158
H -1.58519 -6.56887 -1.74339
H -1.47853 0.18711 6.52395
H -4.84322 2.53789 -2.00272
H -0.33967 -2.43556 4.40743
H -0.16774 8.90154 -6.57903
H 1.93490 -7.87151 4.14923
H -2.78244 -4.37048 -1.32319
H -2.26462 4.08561 -4.42507
H 2.78240 -2.30352 3.94600
H 1.05052 7.80971 -6.64842
H -0.87595 6.94261 -7.79562
H -3.60399 0.03312 -2.45915
```

Values from the calculation:
LUMO level (alpha / beta)	-4.627 / -4.692	eV
ΔE to the lowest compared entry with this formula, charge and spin	0.0	kJ/mol
⟨S²⟩	3.97
HOMO (alpha / beta)	-10.9 / -11.3	eV
net charge	+2
gap between HOMO and LUMO (alpha / beta)	6.26 / 6.66	eV
multiplicity	4

=====

[2]
C4H5NO2 | wB97M-V/def2-TZVPD

Geometry as XYZ:
```
12
C4H5NO2, DFT wB97M-V/def2-TZVPD
O 0.95979 1.55700 1.14889
O 3.27645 -0.23632 0.57819
N 1.08890 -0.81632 -0.17641
C -0.20779 -0.31256 0.18787
C -0.07659 1.08590 0.75889
C -1.24199 -0.38425 -0.93458
C 2.17221 -0.43810 0.24518
H -2.15378 -0.90921 -0.63008
H -0.84554 -0.90379 -1.80552
H -1.01375 1.66882 0.80825
H -0.58925 -0.94428 1.00660
H -1.55138 0.61452 -1.25244
```

Values from the calculation:
LUMO level	0.556	eV
ΔE to the lowest compared entry with this formula, charge and spin	71.5	kJ/mol
structure (SMILES)	C[C@H](C=O)N=C=O
HOMO	-10.2	eV
net charge	0
gap between HOMO and LUMO	10.74	eV

=====

[3]
C13H17F3IN7O4P | wB97M-V/def2-TZVPD

Geometry as XYZ:
```
46
C13H17F3IN7O4P, DFT wB97M-V/def2-TZVPD
I 1.29194 0.62734 -3.67774
P -0.71271 2.29439 -1.14766
F 4.70948 -3.29402 1.38375
F -2.57977 -1.11934 -1.70613
F 5.80173 -0.11465 -0.22921
O 2.65316 -3.07738 0.65509
O -1.68452 2.51217 0.09368
O -0.10744 3.70710 -1.56176
O 6.01487 -0.99238 1.75253
N -1.51520 1.71731 -2.31071
N 0.65440 1.29544 -0.69726
N 4.00535 -1.23994 0.55200
N -0.47967 0.81558 2.27502
N 2.34608 -0.03515 -1.06225
N 3.06205 -0.38774 1.12443
N 1.21270 0.99980 0.53214
C 5.34751 -0.79734 0.79010
C 3.73347 -2.59896 0.86737
C 1.39126 0.66466 -1.60820
C -3.88153 -1.42988 -1.91976
C -6.52300 -2.05358 -2.35764
C 3.08652 -0.22260 2.56390
C 3.78774 1.07314 3.03787
C -4.57951 -0.74181 -2.89015
C 2.21879 0.18687 0.24213
C -5.80304 -2.73013 -1.38297
C 0.63880 1.55736 1.77486
C -5.91079 -1.06265 -3.11121
C -4.46917 -2.42143 -1.16258
H -0.17556 0.05356 2.86382
H 0.32718 2.56089 1.52932
H -4.08486 0.03215 -3.46330
H 2.09770 -0.24107 2.99441
H 4.81614 0.89082 3.29176
H -6.46948 -0.53836 -3.87385
H 3.23935 1.46101 3.88600
H -3.88826 -2.94260 -0.41305
H 3.60536 -1.03586 3.04462
H -2.47219 1.56700 -2.02464
H 1.36884 1.65008 2.55854
H -6.28047 -3.50033 -0.79356
H -1.59194 3.41825 0.42047
H 0.67756 3.54891 -2.10196
H -7.56155 -2.29989 -2.52955
H 3.71793 1.82419 2.26071
H -1.03528 0.41910 1.53059
```

Values from the calculation:
LUMO level	-3.337	eV
HOMO	-11.2	eV
net charge	+1
gap between HOMO and LUMO	7.88	eV

=====

[4]
C9H35ClNO9 | wB97M-V/def2-TZVPD

Geometry as XYZ:
```
55
C9H35ClNO9, DFT wB97M-V/def2-TZVPD
Cl -1.00970 -1.38507 1.18028
O 2.66709 -1.15934 -2.16044
O -1.61479 0.21945 -1.91647
O -0.38813 -2.15913 -1.92267
O -2.53734 0.05209 3.96522
O 0.93390 1.28461 2.22040
O 0.10412 -4.21389 0.30568
O -4.35777 -1.53501 0.57031
O 1.66839 0.04192 4.96346
O 0.44692 2.96665 -3.75688
N 1.72074 1.42907 -1.75540
C 1.82313 0.61762 -0.52749
C -4.31201 -0.78767 -0.56389
C 1.08111 2.72115 -1.39616
C 1.00741 3.62103 -2.62638
C 3.47377 -2.35568 -2.33574
C 2.75869 -0.67182 -0.73816
C -3.45244 -0.99247 4.41511
C 0.30927 3.96934 -4.81157
C 0.74182 -0.74608 4.28862
H 1.03063 -1.05208 3.28311
H 3.53121 -3.04069 -1.48984
H 0.44031 4.44589 -2.19499
H -1.49926 -0.29537 -1.11781
H 0.56918 0.48467 1.84185
H 0.86117 0.22653 -0.19617
H 1.25777 4.32954 -5.20993
H 0.09354 2.53391 -0.97456
H -3.50002 -1.62318 0.99233
H -0.26682 -3.46658 0.77489
H 2.36562 -1.40889 -0.03793
H -2.94044 -1.60278 5.15908
H -0.88489 -2.95860 -2.09680
H 3.79285 -0.46817 -0.46041
H 0.66170 -4.64934 0.95045
H -3.74073 -1.34905 -1.30320
H -1.96525 1.05706 -1.61346
H 1.59004 3.25481 -0.59348
H 2.18943 1.31185 0.22880
H 1.32744 0.05555 5.86077
H 4.52869 -2.09246 -2.41303
H -2.19707 -0.18404 3.09916
H -0.38126 4.75647 -4.50876
H 0.46290 -1.64276 4.84203
H -4.32991 -0.55065 4.88726
H -5.25865 -0.43564 -0.97381
H 1.99293 4.06851 -2.75526
H 1.07741 1.07015 3.14216
H -0.25591 -2.16043 -0.97465
H -3.56205 -0.02304 -0.36140
H -3.72611 -1.57341 3.53437
H 3.29630 -2.80768 -3.31160
H -0.18103 -0.19306 4.11362
H -0.14132 3.41460 -5.63457
H 2.69721 1.65173 -1.88589
```

Values from the calculation:
LUMO level	2.860	eV
ΔE to the lowest compared entry with this formula, charge and spin	105.8	kJ/mol
HOMO	-5.8	eV
net charge	-1
gap between HOMO and LUMO	8.68	eV

=====

M (computed, g mol⁻¹): 935.178; 99.089; 550.196; 336.830